The following is a quantum chemistry calculation of a cluster of 9 separate species, H17O9 in total, from the OMol25 dataset.

As for the orbital gap: 9.01 eV. The HOMO energy comes out at -5.9 eV. The value obtained for the energy above the lowest of the compared OMol25 structures with the same formula, charge and spin is 1.235 eV. As for the total energy: -18705.2904 eV. The LUMO energy is 3.08 eV.

ORCA input file:
```
! wB97M-V def2-TZVPD RIJCOSX def2/J DEFGRID3
* xyz -1 1
O 1.011 -1.262 -1.146
H -0.795 1.768 2.796
H -2.843 -0.124 2.256
O -1.698 0.189 -3.545
H -1.018 -0.320 -3.104
O -0.236 2.234 0.213
H 0.092 3.131 0.082
H -1.688 1.940 1.492
O 3.720 -1.273 -0.946
H 0.704 -1.840 1.527
H 3.235 -2.011 -0.569
O -3.401 -0.541 1.589
H 0.807 -1.205 -0.223
H 2.979 -0.748 -1.286
O 0.070 -2.373 2.026
H 0.045 1.896 -0.795
H 0.575 -2.818 2.709
O -1.659 1.655 2.413
H -2.866 -0.401 0.806
H -1.872 0.980 -3.036
O 1.609 -0.027 1.166
H 1.512 0.398 0.309
H 1.056 0.377 1.829
O 0.309 1.144 -1.938
H 1.088 1.474 -2.389
H 0.920 -0.403 -1.619
*
```